Entry 1:
Molecular formula: C3H2Cl5NSi
Method: DFT, the ωB97M-V functional and the def2-TZVPD basis

Summary:
E_HOMO (alpha / beta) = -9.61 / -9.60 eV
Maximum force = 4.69 eV/Å
2S+1 = 1
Energy relative to the best compared isomer or geometry (same formula, charge and spin) = 1.542 eV
Gap between HOMO and LUMO (alpha / beta) = 8.397 / 8.397 eV
Net charge = 0
LUMO level (alpha / beta) = -0.044 / -0.044 Ha

Last column: Löwdin charge in e.
CARTESIAN COORDINATES (ANGSTROEM)
C: 0.19777 -1.87597 -0.86537  -0.43
C: 0.17190 0.29639 0.95317  -0.21
C: -0.78578 -1.59377 0.05940  -1.21
N: 1.06604 -2.21306 -1.54979  0.19
Si: 0.44692 1.71539 -0.35074  -0.79
Cl: -0.87897 -2.61627 1.40268  0.71
Cl: -2.20659 -0.93542 -0.68947  0.64
Cl: -1.39024 2.03437 -1.19887  0.29
Cl: 0.93506 3.34871 0.67493  0.36
Cl: 1.89509 1.33931 -1.70143  0.34
H: -0.62992 0.49341 1.62499  -0.01
H: 1.17872 0.00691 1.64051  0.12

Entry 2:
Molecular formula: C3H2ClF2N
Method: DFT, the ωB97M-V functional and the def2-TZVPD basis

Summary:
E_HOMO = -10.23 eV
Maximum force = 3.13 eV/Å
2S+1 = 1
SMILES = N#C/C(Cl)=C/F.F
Energy relative to the best compared isomer or geometry (same formula, charge and spin) = 0.000 eV
Gap between HOMO and LUMO = 10.705 eV
Net charge = 0
LUMO level = 0.017 Ha

Last column: Löwdin charge in e.
CARTESIAN COORDINATES (ANGSTROEM)
C: -0.11215 1.33182 0.87128  -0.30
C: 1.25155 0.77581 -1.00197  -0.17
C: 0.40955 1.61055 -0.44432  -0.68
N: -0.48943 1.08311 1.91073  0.17
F: 1.79824 1.16756 -2.11933  0.07
F: -1.29192 -1.18445 -0.59859  -0.02
Cl: -0.14823 3.13325 -0.98554  0.75
H: -1.13728 -1.73885 0.06680  0.04
H: 1.37013 -0.21841 -0.62406  0.13

Entry 3:
Molecular formula: C3H2ClF3N2O3
Method: DFT, the ωB97M-V functional and the def2-TZVPD basis

Summary:
E_HOMO (alpha / beta) = -10.72 / -10.16 eV
Maximum force = 2.07 eV/Å
2S+1 = 1
Energy relative to the best compared isomer or geometry (same formula, charge and spin) = 2.536 eV
Gap between HOMO and LUMO (alpha / beta) = 7.928 / 8.563 eV
Net charge = 0
LUMO level (alpha / beta) = -0.103 / -0.059 Ha

Last column: Löwdin charge in e.
CARTESIAN COORDINATES (ANGSTROEM)
C: -0.27812 0.25043 -1.42599  -0.62
C: -0.35762 1.03442 -0.12655  -0.48
C: 1.79954 -0.65089 0.85364  -0.41
N: -0.96135 -0.91464 -1.33996  0.17
N: -1.31721 0.74302 1.01094  -0.36
O: 0.29214 0.64200 -2.40365  0.08
O: -2.05144 -0.25025 1.10047  0.04
O: -1.12485 1.47518 1.96704  0.05
F: 2.43081 -1.30979 -0.07889  0.17
F: 2.64403 0.25059 1.40226  0.11
F: 1.40627 -1.47805 1.79383  0.16
Cl: 0.50956 2.44901 -0.12810  0.89
H: -1.50413 -1.10328 -0.46359  0.09
H: -1.48764 -1.13775 -2.16146  0.11

Entry 4:
Molecular formula: C3H2ClFN2S
Method: DFT, the ωB97M-V functional and the def2-TZVPD basis

Summary:
E_HOMO = -8.49 eV
Maximum force = 3.02 eV/Å
2S+1 = 1
SMILES = Fc1nc(S)[nH]c1Cl
Energy relative to the best compared isomer or geometry (same formula, charge and spin) = 0.521 eV
Gap between HOMO and LUMO = 8.861 eV
Net charge = 0
LUMO level = 0.014 Ha

Last column: Löwdin charge in e.
CARTESIAN COORDINATES (ANGSTROEM)
C: 0.99004 0.18925 -0.04071  -0.80
C: -0.85392 1.22769 0.05746  -0.39
C: -1.25745 -0.09200 0.02971  -0.65
H: 2.46070 -1.45768 0.34948  -0.08
H: -0.08053 -1.71449 0.06100  0.12
N: 0.48886 1.37154 0.00441  0.12
N: 0.00550 -0.74466 -0.07492  0.05
F: -1.69035 2.22674 -0.14323  0.10
S: 2.69998 -0.14792 -0.13727  0.81
Cl: -2.76284 -0.85845 -0.10592  0.72

Entry 5:
Molecular formula: C3H2ClFO
Method: DFT, the ωB97M-V functional and the def2-TZVPD basis

Summary:
E_HOMO = -10.16 eV
Maximum force = 2.97 eV/Å
2S+1 = 1
SMILES = O=C/C=C(\F)Cl
Energy relative to the best compared isomer or geometry (same formula, charge and spin) = 0.167 eV
Gap between HOMO and LUMO = 10.115 eV
Net charge = 0
LUMO level = -0.002 Ha

Last column: Löwdin charge in e.
CARTESIAN COORDINATES (ANGSTROEM)
C: 1.12854 -0.09473 -0.11576  -0.76
C: -0.09992 0.48153 -0.12096  -0.06
C: -1.29615 -0.27762 0.24138  -0.29
H: -0.13234 1.51237 -0.39199  0.09
H: -2.19031 0.35503 0.25213  0.11
O: -1.33695 -1.44457 0.50928  0.06
F: 1.36342 -1.30789 0.15399  0.12
Cl: 2.56371 0.77587 -0.52806  0.73

Entry 6:
Molecular formula: C3H2ClFS
Method: DFT, the ωB97M-V functional and the def2-TZVPD basis

Summary:
E_HOMO = -9.31 eV
Maximum force = 2.66 eV/Å
2S+1 = 1
SMILES = F/C(C=S)=C\Cl
Energy relative to the best compared isomer or geometry (same formula, charge and spin) = 0.814 eV
Gap between HOMO and LUMO = 7.942 eV
Net charge = 0
LUMO level = -0.050 Ha

Last column: Löwdin charge in e.
CARTESIAN COORDINATES (ANGSTROEM)
C: 1.14585 0.92669 0.05669  -0.37
C: 0.02827 0.15634 0.16402  -0.50
C: -1.36207 0.67240 0.03056  -0.58
H: 0.95877 2.06889 -0.02648  0.13
H: -1.28499 1.70304 0.10354  0.02
F: 0.13973 -1.14840 0.09771  0.03
S: -2.80335 -0.12910 -0.07332  0.70
Cl: 2.65000 -0.11196 -0.07594  0.58